A molecular structure, C6H13BClINOSn, computed with wB97M-V/def2-TZVPD.

```
25
Properties=species:S:1:pos:R:3
C -2.05 0.63 0.87
C -1.75 0.47 -0.71
C -1.50 1.88 -1.43
C -0.68 -0.66 -1.06
B 0.76 -0.55 -0.28
N 1.25 0.86 0.01
Cl 2.06 -1.31 -1.48
C 0.88 -1.43 1.11
C 2.37 -1.35 1.60
O 3.24 -2.18 1.23
I 2.83 0.29 2.98
H -3.19 0.70 0.99
H -1.76 -0.31 1.44
H -1.63 1.59 1.30
H -2.75 0.10 -1.15
H -1.58 1.83 -2.56
H -0.51 2.36 -1.16
H -2.31 2.60 -1.07
H -0.50 -0.76 -2.18
H -1.16 -1.66 -0.74
H 0.58 1.43 0.52
H 1.58 1.34 -0.84
H 0.25 -1.06 1.97
H 0.59 -2.51 0.89
Sn 5.00 -2.31 -0.25
```

Computed properties:
E_HOMO ... -11.0 eV
Energy ... -1363.13171 hartree
Total charge ... +1
Lowest unoccupied orbital energy ... -7.313 eV
2S+1 ... 1

---

C20H25N3O8S in the gas phase, computed with wB97M-V/def2-TZVPD.

```
57
Properties=species:S:1:pos:R:3
C -7.20 -1.44 -2.15
O -6.79 -1.90 -0.88
C -6.26 -0.90 -0.04
C -4.81 -0.53 -0.40
N -4.35 0.61 0.36
C -4.18 0.51 1.79
C -3.40 -0.72 2.26
O -2.17 -0.78 1.59
C -1.40 -1.91 1.93
S -3.40 1.71 -0.44
O -3.36 2.90 0.37
O -3.89 1.80 -1.78
C -1.73 1.04 -0.50
C -1.45 0.00 -1.36
C -0.18 -0.55 -1.36
C 0.81 -0.02 -0.53
C 2.15 -0.69 -0.54
O 2.27 -1.88 -0.68
N 3.18 0.19 -0.37
C 4.54 -0.07 -0.33
C 5.09 -1.35 -0.39
C 6.46 -1.53 -0.34
C 7.28 -0.42 -0.21
N 8.71 -0.59 -0.15
O 9.15 -1.72 -0.21
O 9.39 0.41 -0.04
C 6.76 0.87 -0.14
C 5.40 1.06 -0.20
O 4.77 2.26 -0.14
C 5.56 3.43 -0.03
C 0.51 1.04 0.32
C -0.77 1.57 0.34
H -7.65 -2.30 -2.65
H -7.94 -0.64 -2.06
H -6.36 -1.07 -2.75
H -6.31 -1.32 0.97
H -6.88 0.01 -0.08
H -4.77 -0.21 -1.44
H -4.16 -1.40 -0.27
H -3.66 1.42 2.08
H -5.17 0.50 2.27
H -3.24 -0.64 3.35
H -3.98 -1.64 2.07
H -0.49 -1.86 1.33
H -1.14 -1.89 3.00
H -1.94 -2.83 1.71
H -2.22 -0.37 -2.02
H 0.07 -1.38 -2.00
H 2.96 1.18 -0.32
H 4.43 -2.19 -0.50
H 6.90 -2.51 -0.39
H 7.45 1.70 -0.04
H 4.86 4.26 -0.01
H 6.22 3.53 -0.89
H 6.15 3.42 0.89
H 1.25 1.43 1.00
H -1.04 2.38 0.99
```

Computed properties:
E_HOMO ... -8.9 eV
Energy ... -1941.36785 hartree
SMILES string ... COCCN(CCOC)S(=O)(=O)c1ccc(C(=O)Nc2ccc([N+](=O)[O-])cc2OC)cc1
Lowest unoccupied orbital energy ... -0.631 eV
Energy above the lowest of the compared OMol25 structures with the same formula, charge and spin ... 0.4 kcal per mole
2S+1 ... 1

---

A gas-phase ion, C3H7S (charge -1), computed with wB97M-V/def2-TZVPD.

```
11
Properties=species:S:1:pos:R:3
C -0.90 -0.56 -0.82
C 0.37 0.17 -0.44
C 0.67 0.22 1.11
S -0.05 1.73 1.86
H -0.92 -1.56 -0.39
H -1.00 -0.61 -1.90
H -1.75 0.01 -0.44
H 1.25 -0.23 -0.98
H 0.39 1.23 -0.72
H 1.75 0.27 1.22
H 0.18 -0.68 1.50
```

Computed properties:
E_HOMO ... -2.1 eV
Energy ... -516.70425 hartree
Total charge ... -1
SMILES string ... CCC[S-]
Lowest unoccupied orbital energy ... 4.400 eV
Energy above the lowest of the compared OMol25 structures with the same formula, charge and spin ... 5.1 kcal per mole
2S+1 ... 1